[1]
ORCA calculation (wB97M-V/def2-TZVPD) on a 3-piece molecular cluster, C7H17NO overall.

XYZ file:
```
26
Properties=species:S:1:pos:R:3
C -0.997 -0.341 -1.156
C 1.373 -0.240 -0.051
C -1.361 0.984 -1.282
C -0.425 -1.072 -2.346
C -1.749 -1.230 -0.200
O 1.653 -1.511 0.491
H 0.984 -2.136 0.187
H 1.456 -0.208 -1.138
H 2.227 0.391 0.194
H -1.069 1.535 -2.167
H -0.574 1.849 0.049
H -2.244 1.342 -0.764
H -1.242 -1.493 -2.936
H -2.237 -0.652 0.587
H 0.146 -0.408 -2.996
H 0.226 -1.897 -2.046
H -1.080 -1.946 0.283
H -2.516 -1.794 -0.739
C 1.477 0.816 2.547
C 0.434 0.801 1.466
N -0.035 1.994 1.004
H 0.702 2.688 0.901
H -0.357 0.076 1.638
H 1.031 1.142 3.489
H 1.882 -0.185 2.687
H 2.295 1.494 2.299
```

As for the spin multiplicity: 1. For the gap between HOMO and LUMO, the calculation gives 8.117 eV. The HOMO energy comes out at -7.3 eV. As for the calculated total energy: -406.758364 Ha.

Okay, here come the Mulliken numbers, in e, for every atom: 1.36, -0.78, -1.56, -1.48, -1.31, -0.54, 0.32, 0.39, 0.40, 0.34, 0.38, 0.47, 0.40, 0.36, 0.41, 0.32, 0.24, 0.40, -1.35, 0.34, -0.55, 0.27, 0.11, 0.37, 0.32, 0.38

[2]
ORCA calculation (wB97M-V/def2-TZVPD) on a 5-piece molecular cluster, C4H18NO4 overall.

XYZ file:
```
27
Properties=species:S:1:pos:R:3
C 1.234 1.083 0.228
N -0.093 0.469 0.423
C -0.635 0.035 -0.967
C 0.588 -0.033 -1.841
C 1.620 0.996 -1.237
H 1.177 2.069 0.754
H 2.094 0.752 0.781
H -0.707 1.094 0.941
H 0.118 -0.417 0.901
H -1.384 0.765 -1.266
H -1.232 -0.884 -0.840
H 1.103 -0.920 -2.243
H 0.321 0.458 -2.794
H 1.558 1.946 -1.777
H 2.643 0.613 -1.378
H 1.893 -1.797 2.780
H 0.577 -2.569 2.188
O 1.194 -1.820 2.113
H 1.056 -2.432 0.363
H -0.113 -2.644 -0.556
O 0.549 -3.148 -0.052
H -3.431 -0.876 0.209
H -3.694 -1.624 -1.221
O -3.089 -1.389 -0.510
H -0.722 3.993 1.310
H -1.702 3.189 2.135
O -0.923 3.091 1.555
```

As for the spin multiplicity: 1. The total charge is +1. For the gap between HOMO and LUMO, the calculation gives 11.542 eV. The HOMO energy comes out at -14.5 eV. As for the calculated total energy: -518.657679 Ha.

Okay, here come the Mulliken numbers, in e, for every atom: -0.52, 0.10, -0.73, -0.40, -0.51, 0.29, 0.24, 0.38, 0.19, 0.33, 0.46, 0.31, 0.28, 0.32, 0.31, 0.28, 0.34, -0.68, 0.42, 0.30, -0.66, 0.29, 0.31, -0.65, 0.30, 0.29, -0.61

[3]
ORCA calculation (wB97M-V/def2-TZVPD) on an isolated ion of composition C11H17N2O and charge +1.

XYZ file:
```
31
Properties=species:S:1:pos:R:3
C 3.549 0.402 -0.898
N 2.538 -0.192 -0.175
C 2.671 -1.474 0.450
C 1.360 0.470 0.060
C 1.461 1.852 0.143
C 0.305 2.593 0.446
C -0.931 1.994 0.567
C -1.041 0.643 0.249
C 0.128 -0.146 0.194
O -0.011 -1.505 0.195
C -1.272 -2.110 0.310
C -2.256 -1.293 -0.412
N -2.402 0.051 0.151
C -3.244 0.888 -0.667
H 4.061 -0.349 -1.568
H 3.245 1.131 -1.572
H 4.268 0.853 -0.131
H 2.639 -2.449 -0.099
H 3.750 -1.588 0.988
H 1.952 -1.509 1.219
H 2.479 2.454 0.234
H 0.386 3.723 0.508
H -1.871 2.610 0.630
H -1.554 -2.219 1.458
H -1.120 -3.040 -0.184
H -1.859 -1.248 -1.445
H -3.240 -1.765 -0.497
H -2.898 -0.144 1.028
H -2.808 1.349 -1.680
H -4.088 0.209 -0.942
H -3.609 1.820 -0.160
```

As for the spin multiplicity: 1. The total charge is +1. For the gap between HOMO and LUMO, the calculation gives 7.681 eV. As for the SMILES: CN(C)c1cccc2c1OCC[N@@H+]2C. The HOMO energy comes out at -10.8 eV. As for the calculated total energy: -613.757349 Ha.

Okay, here come the Mulliken numbers, in e, for every atom: -1.33, 0.22, -0.97, -0.01, -0.52, -0.63, -0.89, 0.80, 0.69, -0.45, -0.56, -0.72, 0.29, -0.80, 0.33, 0.48, 0.39, 0.29, 0.29, 0.41, 0.29, 0.32, 0.18, 0.26, 0.43, 0.38, 0.47, 0.35, 0.31, 0.34, 0.36

[4]
ORCA calculation (wB97M-V/def2-TZVPD) on a 15-piece molecular cluster, C90H180Cl3F12N10O10P2 overall.

XYZ file:
```
307
Properties=species:S:1:pos:R:3
C 19.060 15.950 24.093
C 18.180 15.357 22.988
C 18.573 15.827 21.581
C 19.799 15.187 20.991
C 19.869 13.665 21.098
C 19.558 13.033 22.440
N 18.251 13.774 22.968
O 17.270 13.188 23.374
C 20.744 13.313 23.386
C 19.352 11.542 22.434
C 16.720 15.823 23.304
H 18.869 17.013 23.925
H 20.122 15.781 23.939
H 18.853 15.663 25.111
H 18.916 16.850 21.853
H 17.643 15.878 21.013
H 20.631 15.626 21.525
H 19.975 15.512 19.944
H 20.870 13.291 20.892
H 19.215 13.166 20.379
H 21.538 12.731 22.917
H 20.688 13.087 24.438
H 21.154 14.314 23.359
H 19.338 11.137 23.459
H 20.214 11.117 21.948
H 18.449 11.315 21.908
H 16.573 15.649 24.335
H 15.971 15.312 22.694
H 16.749 16.906 23.021
C 14.901 11.688 15.915
C 15.286 12.864 16.859
C 16.175 12.427 18.026
C 17.645 12.270 17.708
C 18.279 13.509 17.117
C 17.575 13.968 15.860
N 16.011 13.913 16.006
O 15.439 14.476 15.205
C 17.984 12.986 14.692
C 17.860 15.421 15.485
C 13.995 13.523 17.380
H 14.170 12.067 15.152
H 14.610 10.897 16.579
H 15.786 11.305 15.410
H 15.716 11.529 18.427
H 15.983 13.214 18.735
H 17.928 11.372 17.124
H 18.157 12.108 18.664
H 19.279 13.291 16.759
H 18.420 14.251 17.886
H 17.453 13.154 13.782
H 17.828 11.940 14.905
H 19.005 13.229 14.459
H 17.368 16.114 16.172
H 17.603 15.614 14.437
H 18.920 15.611 15.663
H 13.628 12.761 18.073
H 13.261 13.603 16.549
H 14.120 14.434 17.998
C 14.800 22.852 23.104
C 13.497 21.945 23.126
C 13.619 20.743 22.151
C 14.780 19.884 22.595
C 14.491 19.248 24.002
C 14.248 20.227 25.129
N 13.358 21.401 24.575
O 12.619 21.826 25.196
C 15.563 20.868 25.628
C 13.418 19.606 26.239
C 12.202 22.815 22.949
H 15.655 22.311 22.763
H 14.962 23.366 24.059
H 14.485 23.582 22.346
H 13.753 21.219 21.189
H 12.677 20.142 22.154
H 15.748 20.387 22.603
H 14.958 19.073 21.878
H 15.374 18.722 24.201
H 13.679 18.540 23.888
H 15.933 19.986 26.131
H 15.358 21.605 26.387
H 16.257 21.117 24.862
H 12.415 19.278 25.983
H 13.249 20.157 27.168
H 14.024 18.749 26.375
H 11.997 22.845 21.883
H 12.371 23.813 23.321
H 11.368 22.294 23.479
C 22.419 27.779 13.504
C 22.092 26.894 14.693
C 20.615 26.553 14.753
C 20.329 25.429 15.761
C 20.968 24.068 15.357
C 22.465 24.173 14.942
N 22.794 25.581 14.507
O 23.969 25.702 13.962
C 22.813 23.255 13.823
C 23.275 23.916 16.213
C 22.569 27.510 16.010
H 22.347 27.297 12.505
H 23.457 28.078 13.512
H 21.764 28.677 13.549
H 20.124 26.508 13.771
H 20.157 27.447 15.233
H 19.257 25.438 15.809
H 20.657 25.639 16.773
H 20.389 23.648 14.506
H 20.944 23.339 16.172
H 22.456 22.275 14.185
H 23.892 23.180 13.760
H 22.348 23.450 12.888
H 23.124 24.661 16.978
H 24.323 23.709 16.038
H 22.936 23.040 16.746
H 23.636 27.757 15.971
H 22.279 26.963 16.911
H 22.113 28.480 16.044
C 15.421 23.714 15.354
C 14.562 24.776 14.628
C 15.390 25.813 13.854
C 16.069 25.187 12.627
C 14.877 24.886 11.601
C 14.244 23.534 12.067
N 13.696 23.829 13.573
O 12.730 23.384 13.913
C 15.225 22.371 12.202
C 12.962 23.146 11.327
C 13.532 25.402 15.580
H 16.342 23.480 14.804
H 14.956 22.798 15.713
H 15.718 24.186 16.312
H 16.122 26.075 14.625
H 14.802 26.721 13.697
H 16.678 24.363 12.970
H 16.769 25.869 12.120
H 15.371 24.733 10.646
H 14.112 25.649 11.501
H 16.242 22.519 12.578
H 15.330 22.032 11.165
H 14.718 21.555 12.724
H 12.314 23.990 11.195
H 12.492 22.318 11.851
H 13.313 22.697 10.387
H 14.123 26.074 16.255
H 13.038 24.687 16.247
H 12.946 26.030 14.945
C 19.003 29.852 22.058
C 18.711 30.142 20.578
C 19.893 29.882 19.657
C 20.191 28.377 19.602
C 19.062 27.479 19.028
C 17.785 27.458 19.759
N 17.582 29.141 20.194
O 16.420 29.412 20.214
C 17.864 26.638 21.096
C 16.617 27.121 18.901
C 18.107 31.470 20.282
H 19.521 28.919 22.297
H 18.219 30.067 22.735
H 19.719 30.609 22.311
H 20.718 30.265 20.243
H 19.939 30.400 18.695
H 20.567 27.982 20.570
H 20.925 28.207 18.815
H 19.434 26.440 19.038
H 18.863 27.758 17.955
H 18.764 26.612 21.676
H 17.703 25.586 20.778
H 17.103 26.800 21.815
H 16.523 27.834 18.077
H 15.621 26.949 19.393
H 17.067 26.244 18.506
H 17.267 31.680 20.943
H 17.893 31.665 19.210
H 18.911 32.160 20.628
C 9.660 19.943 15.512
C 11.065 19.814 16.086
C 11.124 19.822 17.602
C 12.495 19.441 18.246
C 12.877 18.000 17.841
C 12.860 17.755 16.312
N 11.779 18.440 15.496
O 11.490 18.071 14.519
C 12.862 16.269 15.945
C 14.193 18.316 15.712
C 11.803 21.074 15.498
H 9.284 20.792 16.131
H 9.011 19.063 15.526
H 9.709 20.233 14.439
H 10.365 19.138 17.988
H 10.858 20.821 17.951
H 12.321 19.445 19.334
H 13.237 20.265 18.016
H 12.169 17.409 18.473
H 13.912 17.709 18.103
H 13.760 16.039 16.514
H 13.257 16.056 14.966
H 11.938 15.776 16.335
H 14.266 19.335 16.042
H 14.331 18.184 14.623
H 14.980 17.698 16.112
H 11.638 21.182 14.430
H 12.911 21.143 15.636
H 11.280 21.831 16.076
C 17.364 23.008 18.124
C 17.696 21.818 18.937
C 16.630 20.748 18.641
C 17.008 19.282 19.051
C 18.251 18.802 18.306
C 19.484 19.712 18.380
N 18.917 21.160 18.306
O 19.546 21.858 17.416
C 20.334 19.450 17.166
C 20.295 19.333 19.713
C 17.835 22.028 20.501
H 16.345 23.268 18.452
H 17.490 22.836 17.044
H 17.968 23.846 18.357
H 16.583 20.669 17.495
H 15.708 21.111 19.077
H 16.155 18.633 18.799
H 17.156 19.169 20.163
H 18.063 18.526 17.270
H 18.493 17.836 18.781
H 21.352 19.892 17.255
H 19.835 19.736 16.250
H 20.373 18.359 17.233
H 20.757 18.363 19.540
H 19.554 19.193 20.471
H 20.940 20.137 19.999
H 18.472 22.867 20.733
H 18.155 21.075 20.962
H 16.795 22.192 20.764
C 22.396 20.618 22.501
C 23.257 19.565 23.178
C 24.709 19.868 23.099
C 25.432 20.362 24.276
C 25.110 19.500 25.510
C 23.607 19.641 25.886
N 22.811 19.308 24.584
O 21.757 18.741 24.819
C 23.314 21.155 26.184
C 23.199 18.799 27.077
C 23.004 18.243 22.405
H 21.368 20.732 22.817
H 22.495 20.292 21.470
H 22.788 21.610 22.567
H 24.756 20.639 22.338
H 25.321 19.032 22.785
H 25.256 21.419 24.423
H 26.487 20.271 24.112
H 25.641 19.775 26.448
H 25.426 18.493 25.236
H 22.380 21.425 25.712
H 24.099 21.757 25.797
H 23.256 21.422 27.237
H 22.308 19.177 27.501
H 23.902 19.106 27.863
H 23.302 17.737 26.871
H 21.963 18.093 22.129
H 23.299 17.349 22.890
H 23.587 18.504 21.513
C 19.018 20.558 10.630
C 18.604 19.113 11.015
C 19.322 18.274 9.960
C 20.818 18.118 10.158
C 21.159 17.653 11.556
C 20.625 18.465 12.764
N 19.055 18.767 12.451
O 18.386 18.866 13.273
C 21.464 19.746 12.956
C 20.648 17.626 13.987
C 17.115 18.917 11.026
H 20.138 20.661 10.441
H 18.747 21.351 11.356
H 18.559 20.851 9.679
H 19.182 18.758 9.001
H 18.771 17.335 9.856
H 21.376 19.012 9.865
H 21.181 17.309 9.548
H 22.241 17.763 11.675
H 20.972 16.611 11.659
H 21.677 20.217 11.991
H 22.347 19.302 13.408
H 20.960 20.469 13.559
H 19.963 16.828 14.091
H 20.495 18.227 14.845
H 21.666 17.225 14.067
H 16.719 19.680 11.661
H 16.877 17.883 11.362
H 16.812 19.027 9.982
Cl 16.389 15.953 18.318
Cl 18.218 21.203 14.389
Cl 18.046 19.404 23.503
P 13.350 23.535 19.030
F 12.363 22.306 19.314
F 12.186 24.350 18.408
F 13.013 24.075 20.484
F 14.497 24.682 18.742
F 14.565 22.568 19.762
F 13.714 22.832 17.604
P 21.363 23.709 19.742
F 21.548 22.884 18.258
F 19.844 24.071 19.262
F 20.813 22.372 20.457
F 21.153 24.605 21.046
F 22.929 23.486 20.064
F 21.774 25.027 18.908
```

As for the spin multiplicity: 1. The total charge is +5. For the gap between HOMO and LUMO, the calculation gives 5.013 eV. The HOMO energy comes out at -15.7 eV. As for the calculated total energy: -8096.747244 Ha.

Mulliken population analysis, charges in e, atoms 1 to 99: -0.97, 1.02, 0.68, 0.02, -0.29, 1.07, 0.85, -0.41, -1.43, -1.79, -1.35, 0.06, -0.02, 0.47, -0.39, -0.06, -0.12, 0.34, 0.72, -0.81, 0.48, 0.41, 0.17, 0.44, 0.43, 0.42, 0.63, 0.40, 0.02, -1.31, 0.83, -0.98, -1.08, -0.36, 1.35, 1.51, -0.47, -1.73, -1.91, -1.75, 0.40, 0.40, 0.33, 0.57, 0.34, 0.48, 0.32, 0.68, -0.29, 0.43, 0.42, 0.49, -0.36, 0.61, 0.51, 0.55, 0.39, 0.25, -1.49, 1.33, 0.11, 0.83, -2.12, 1.64, 0.93, -0.37, -1.75, -1.81, -1.45, 0.11, 0.27, 0.56, -1.09, 0.56, -0.68, 0.51, 0.71, 0.42, 0.52, 0.43, 0.25, 0.44, 0.37, 0.52, 0.23, 0.38, 0.47, -1.75, 1.49, -1.81, 0.15, 0.41, 1.56, 0.93, -0.33, -1.76, -1.74, -1.50, 0.40

[5]
ORCA calculation (wB97M-V/def2-TZVPD) on a 2-piece molecular cluster, C4H8O2 overall.

XYZ file:
```
14
Properties=species:S:1:pos:R:3
C -1.887 0.179 0.390
C 0.542 -0.401 1.107
C 0.700 -1.171 -0.181
O 0.925 -0.208 -1.211
C 1.397 0.919 -0.569
O 0.957 0.803 0.821
H -2.680 -0.564 0.303
H -2.255 1.138 0.756
H -1.401 0.318 -0.584
H -1.193 -0.193 1.168
H 1.579 -1.810 -0.013
H -0.149 -1.803 -0.460
H 2.491 0.971 -0.520
H 0.972 1.823 -1.008
```

As for the spin multiplicity: 1. For the gap between HOMO and LUMO, the calculation gives 9.829 eV. The HOMO energy comes out at -8.9 eV. As for the calculated total energy: -307.561558 Ha.

Okay, here come the Mulliken numbers, in e, for every atom: -1.01, -0.43, -0.21, -0.35, -0.15, -0.14, 0.32, 0.30, 0.18, 0.40, 0.30, 0.25, 0.28, 0.24

[6]
ORCA calculation (wB97M-V/def2-TZVPD) on a 2-piece molecular cluster, C5H12NO2 overall.

XYZ file:
```
20
Properties=species:S:1:pos:R:3
C 2.157 0.623 -0.887
O 2.478 1.195 -2.179
C 1.169 -0.497 -1.119
C 0.378 -1.198 0.119
C -0.616 -0.423 0.870
C -1.588 -0.972 1.661
N -2.435 -0.226 2.460
H 3.034 0.068 -0.346
H 1.753 1.379 -0.123
H 0.371 -0.054 -1.764
H 1.551 -1.334 -1.787
H 1.093 -1.632 0.799
H -0.143 -2.206 -0.250
H -0.552 0.624 0.975
H -1.710 -2.074 1.922
H -2.370 0.799 2.464
H -1.713 1.160 -0.745
H -2.505 1.240 0.616
H 1.816 1.750 -2.494
O -2.169 1.778 -0.192
```

As for the spin multiplicity: 1. The total charge is -1. For the gap between HOMO and LUMO, the calculation gives 5.165 eV. The HOMO energy comes out at -1.8 eV. As for the calculated total energy: -402.869074 Ha.

Okay, here come the Mulliken numbers, in e, for every atom: -0.29, -0.51, -0.56, -0.45, -0.62, -0.31, -1.03, 0.24, 0.22, 0.21, 0.25, 0.24, 0.22, 0.72, 0.32, 0.17, 0.35, 0.31, 0.30, -0.78